The following is a quantum chemistry calculation of a cluster of 3 separate species, C35H63FN5 in total in a non-equilibrium geometry, from the OMol25 dataset.

```
! wB97M-V def2-TZVPD RIJCOSX def2/J DEFGRID3
* xyz 1 1
C -3.97994 -7.89244 9.80836
C -2.63364 -6.95955 9.47291
C -2.40734 -5.87063 10.71670
C -3.17887 -4.47789 10.26885
C -2.03357 -3.56995 9.45851
C -2.70647 -2.78307 8.14751
C -1.58079 -1.90747 7.31276
C -2.36621 -1.26768 5.98790
C -1.29633 -0.77132 4.81738
C -1.51556 0.79392 4.37024
C -2.12452 0.78206 2.83833
C -0.92143 0.63130 1.72087
C -0.88705 1.89627 0.63042
C 0.19845 1.47753 -0.52736
C -0.19002 2.02334 -2.04531
C 0.92938 3.12402 -2.51440
C 1.51768 2.85753 -4.05753
N 0.53457 3.52619 -4.98990
C 1.11114 4.01876 -6.29685
C 0.28240 3.57837 -7.64000
C 0.02792 2.01060 -8.11888
C -0.80166 1.79168 -9.55384
C -1.25850 3.15464 -10.33918
N -1.06171 4.58147 -9.91286
C -0.31274 4.74769 -8.62115
C 2.65997 3.48442 -6.49407
N 3.46939 4.10775 -5.36990
C 3.03282 3.47703 -4.06757
C 4.08143 2.19870 -3.81338
C 5.49809 2.38650 -4.68237
F 5.36491 1.86718 -6.07984
H -4.65437 -7.31416 10.57285
H -4.56853 -7.97825 8.79267
H -3.66626 -8.97994 10.18405
H -1.66890 -7.61988 9.39343
H -2.78532 -6.41648 8.42832
H -2.87033 -6.29365 11.73027
H -1.24720 -5.70828 10.92758
H -4.11502 -4.72670 9.60125
H -3.54126 -3.92552 11.23883
H -1.61607 -2.79909 10.26090
H -1.18115 -4.26905 9.01495
H -3.61184 -2.11031 8.48678
H -3.03657 -3.65944 7.41287
H -1.13248 -1.07224 8.00714
H -0.72556 -2.65177 6.97419
H -2.99982 -0.36397 6.40590
H -3.12799 -2.05288 5.51996
H -0.17178 -0.99671 5.11038
H -1.51878 -1.44380 3.85643
H -0.48082 1.37042 4.44257
H -2.25439 1.36319 5.08232
H -2.93671 -0.04989 2.64853
H -2.63384 1.83961 2.63197
H -1.06586 -0.41260 1.18910
H 0.12419 0.57356 2.28366
H -0.53798 2.83350 1.26909
H -1.97055 2.11062 0.23539
H 1.25189 1.83967 -0.15701
H 0.23640 0.29758 -0.54337
H -0.29807 1.14063 -2.81868
H -1.21283 2.62187 -1.91634
H 1.89176 3.09420 -1.82104
H 0.49830 4.23037 -2.42533
H 1.47221 1.67550 -4.18863
H -0.18598 2.78487 -5.24375
H 0.00591 4.31139 -4.54938
H 1.06175 5.21044 -6.25245
H 0.43210 1.09749 -7.49463
H -1.03123 0.74429 -10.02480
H -1.82351 2.98747 -11.37828
H -0.10582 5.87117 -8.27259
H 3.00931 3.85615 -7.57336
H 2.75185 2.30159 -6.53914
H 3.23898 5.14076 -5.30453
H 3.18156 4.22715 -3.16897
H 3.59894 1.20131 -4.25630
H 4.38273 2.07059 -2.69037
H 6.30720 1.68100 -4.16211
H 5.92762 3.47292 -4.61556
C 1.63151 -2.28920 10.47898
C 3.03258 -2.57251 9.94657
C 3.61296 -1.40396 9.14755
C 2.72843 -1.11403 7.94592
N 1.99461 -0.87343 6.94904
H 0.91537 -2.12770 9.66705
H 1.26923 -3.13879 11.06653
H 1.62837 -1.40256 11.12341
H 2.99838 -3.47165 9.31920
H 3.69545 -2.79359 10.79041
H 4.62176 -1.65082 8.80017
H 3.67894 -0.50622 9.77171
C 0.31660 -0.47292 -14.21218
C -0.04047 0.72975 -15.07983
C -0.48395 1.94353 -14.26078
C -1.72213 1.59259 -13.45201
N -2.74932 1.30147 -12.78098
H -0.54530 -0.82762 -13.63819
H 0.65463 -1.30554 -14.83729
H 1.12077 -0.22521 -13.50976
H -0.83645 0.44028 -15.77684
H 0.83187 1.00423 -15.68317
H -0.71508 2.78174 -14.92658
H 0.31353 2.26050 -13.58003
*
```

Its total energy is -47460.0352 eV. As for the HOMO energy: -10.744 eV. The value obtained for the LUMO energy is -3.08 eV.